The following is a DFT calculation (ωB97M-V/def2-TZVPD) of C7H18N4O2 in the gas phase.

XYZ file:
```
31
Properties=species:S:1:pos:R:3:mulliken_charge:R:1
C -1.017 -1.211 2.943 -0.897
C -1.816 -0.138 0.936 -0.471
C -0.683 -0.903 -1.124 -0.702
C 0.193 -0.376 -2.266 -0.954
C 0.974 0.992 -2.076 -1.040
C 1.925 1.072 -0.765 0.354
C 2.323 -0.305 -0.395 0.413
H -1.951 -0.844 3.419 0.293
H -0.162 -1.193 3.602 0.353
H -1.111 -2.269 2.538 0.250
H 0.218 -0.503 1.498 0.201
H -2.366 -1.096 0.847 0.462
H -2.171 1.684 1.614 0.299
H -3.322 0.661 2.066 0.305
H -1.775 0.882 -0.889 0.262
H -0.043 -1.629 -0.576 0.362
H -1.474 -1.441 -1.645 0.389
H 0.778 -1.206 -2.579 0.429
H -0.353 -0.156 -3.138 0.551
H 1.503 1.272 -3.027 0.369
H 0.175 1.721 -1.886 0.411
H 2.857 1.603 -1.165 0.347
H 0.348 1.374 0.463 0.211
H 1.798 1.681 1.146 0.339
H 3.407 -0.466 -2.061 0.374
N -0.712 -0.247 1.931 -0.188
N -2.717 0.920 1.272 -0.723
N -1.236 0.138 -0.354 -0.058
N 1.250 1.805 0.260 -0.809
O 3.133 -1.004 -1.253 -0.524
O 2.026 -0.818 0.664 -0.609
```

- LUMO energy: 0.5 eV
- Frontier orbital gap: 8.9 eV
- Energy above the lowest of the compared OMol25 structures with the same formula, charge and spin: 33.8 kJ/mol
- Electronic energy: -17605.7638 eV
- Charge: 0

---

The following is a DFT calculation (ωB97M-V/def2-TZVPD) of a molecular structure, C7H19BCl2N2NbO2.

XYZ file:
```
34
Properties=species:S:1:pos:R:3:mulliken_charge:R:1
C -0.798 3.894 2.415 -1.183
C -1.814 2.777 2.195 -0.465
C -1.209 1.532 1.525 -0.302
N -1.390 1.523 0.069 -0.622
Nb -0.039 0.818 -1.235 -0.333
Cl 1.804 2.136 -0.395 -0.523
C 1.243 -0.413 -2.782 -0.673
C 2.677 -0.255 -2.652 0.706
O 3.457 -0.831 -1.947 -0.585
Cl 3.369 1.038 -3.771 -0.277
B 0.407 -1.276 -0.212 1.576
O 1.669 -1.267 0.374 -0.543
N -0.424 -2.522 -0.087 -0.205
C 0.174 -3.581 -0.889 -1.188
C -0.495 -2.936 1.308 -0.967
H -0.488 4.339 1.470 0.267
H 0.096 3.501 2.903 0.312
H -1.192 4.682 3.060 0.379
H -2.235 2.489 3.163 0.323
H -2.619 3.141 1.553 0.269
H -1.670 0.638 1.957 0.167
H -0.135 1.516 1.728 0.362
H -2.354 1.286 -0.143 0.175
H -0.365 1.809 -2.758 -0.020
H -1.368 -0.126 -1.992 -0.093
H 0.872 -0.102 -3.750 0.521
H 1.059 -1.476 -2.629 -0.173
H 2.375 -1.591 -0.200 0.293
H 0.332 -3.234 -1.911 0.356
H 1.143 -3.934 -0.492 0.291
H -0.498 -4.446 -0.929 0.336
H -0.835 -2.101 1.926 0.214
H -1.222 -3.748 1.415 0.336
H 0.471 -3.281 1.710 0.271
```

- LUMO energy: 3.1 eV
- Frontier orbital gap: 7.5 eV
- Electronic energy: -41915.2625 eV
- Charge: -1

---

Which value of electronic energy does entry 2 give? -41915.2625 eV

---

Which of these has the highest electronic energy? C7H18N4O2

---

Number 1 is which compound? C7H18N4O2